Entry 1:
ORCA calculation (ωB97M-V/def2-TZVPD) on a structure of composition C38H94F3HfN6O16S.

The geometry in XYZ format:
```
159
Properties=species:S:1:pos:R:3
Hf -1.864 3.033 -0.077
C 2.390 3.182 0.918
F 1.646 2.947 2.039
F 2.358 4.455 0.587
F 3.651 2.820 1.028
S 1.548 2.173 -0.336
O 1.985 2.485 -1.612
O -1.845 3.058 1.846
O 0.001 2.771 -0.331
C 2.923 -2.275 -5.177
O 2.266 -1.508 -4.127
H 3.898 -2.564 -4.807
H 2.376 -3.206 -5.345
H 2.938 -1.614 -6.054
H 2.557 -1.953 -3.300
C 2.841 0.950 4.867
O 3.445 0.863 3.637
C 4.466 -0.129 3.666
C 5.065 -0.157 2.212
N 6.309 -0.920 2.248
C 6.417 -2.207 1.644
C 6.276 -2.252 0.185
O 7.340 -1.737 -0.472
C 7.036 -1.753 -1.810
H 2.383 -0.060 5.165
H 2.053 1.647 4.745
H 3.554 1.253 5.654
H 4.035 -1.135 3.868
H 5.230 0.103 4.415
H 5.299 0.915 1.982
H 4.401 -0.708 1.559
H 7.105 -0.448 2.000
H 5.522 -2.763 1.939
H 7.394 -2.730 1.935
H 5.338 -1.784 -0.005
H 6.105 -3.271 -0.150
H 6.578 -2.711 -2.119
H 7.892 -1.489 -2.402
H 6.324 -0.868 -1.927
C -0.874 9.196 1.220
O -1.327 8.253 0.220
C -0.379 7.252 -0.047
C -0.932 5.944 0.488
N -2.102 5.384 -0.232
C -3.403 5.879 0.286
C -4.494 4.786 0.784
O -4.200 3.451 0.486
C -4.620 2.484 1.495
H -0.817 8.838 2.277
H -1.544 10.077 1.291
H 0.081 9.575 0.954
H 0.573 7.385 0.486
H -0.271 7.278 -1.152
H -1.204 6.172 1.521
H -0.152 5.147 0.457
H -2.004 5.543 -1.201
H -3.872 6.517 -0.447
H -3.148 6.457 1.212
H -5.458 5.026 0.284
H -4.634 4.930 1.849
H -4.205 1.527 1.217
H -5.660 2.439 1.604
H -4.118 2.789 2.416
C 3.560 -4.243 2.672
O 3.535 -3.692 1.380
C 2.230 -3.759 0.752
C 2.269 -3.096 -0.650
N 3.162 -3.620 -1.644
C 3.168 -5.035 -1.873
C 4.325 -5.490 -2.731
O 5.506 -4.879 -2.196
C 6.674 -5.616 -2.519
H 2.988 -3.650 3.358
H 4.595 -4.282 2.994
H 3.158 -5.242 2.686
H 1.601 -3.106 1.307
H 1.966 -4.799 0.767
H 2.405 -2.031 -0.620
H 1.262 -3.178 -1.020
H 4.112 -3.353 -1.515
H 2.293 -5.289 -2.397
H 3.192 -5.577 -0.933
H 4.153 -5.155 -3.795
H 4.332 -6.609 -2.632
H 6.737 -5.815 -3.575
H 6.717 -6.507 -1.923
H 7.556 -4.954 -2.303
C -5.128 -2.474 2.437
O -3.871 -2.697 3.010
C -3.849 -2.401 4.422
C -2.407 -2.834 4.869
N -1.453 -2.161 4.019
C -0.289 -1.582 4.586
C -0.576 -0.336 5.311
O -0.938 0.713 4.388
C -2.027 1.554 4.897
H -6.031 -2.780 3.054
H -5.115 -2.947 1.428
H -5.267 -1.391 2.161
H -4.618 -3.016 4.925
H -3.991 -1.349 4.624
H -2.320 -3.904 4.893
H -2.293 -2.377 5.876
H -1.263 -2.675 3.173
H 0.354 -1.227 3.789
H 0.342 -2.281 5.187
H 0.323 0.023 5.923
H -1.295 -0.507 6.110
H -2.224 2.387 4.218
H -1.890 2.006 5.873
H -2.907 0.924 4.878
C -2.618 0.524 -4.929
O -1.539 0.844 -4.046
C -0.438 -0.107 -4.106
C -0.814 -1.566 -4.153
N -1.717 -1.923 -3.065
C -2.237 -3.271 -3.460
C -3.306 -3.763 -2.497
O -4.209 -2.708 -2.397
C -5.621 -3.128 -2.200
H -3.087 1.403 -5.385
H -3.420 0.135 -4.294
H -2.325 -0.120 -5.766
H 0.066 0.037 -3.098
H 0.286 0.369 -4.765
H 0.141 -2.048 -4.107
H -1.262 -1.878 -5.093
H -2.455 -1.218 -3.057
H -1.432 -3.977 -3.477
H -2.540 -3.207 -4.502
H -2.884 -4.103 -1.439
H -3.776 -4.609 -2.951
H -5.949 -2.705 -1.241
H -5.729 -4.287 -2.329
H -6.164 -2.603 -2.991
C -0.773 0.252 1.315
O -1.822 0.781 0.382
C -2.542 -0.212 -0.464
C -3.584 0.585 -1.237
N -3.053 1.835 -1.791
C -4.251 2.493 -2.339
C -3.878 3.625 -3.203
O -2.845 4.425 -2.519
C -2.291 5.396 -3.449
H -0.134 1.080 1.494
H -0.231 -0.591 0.916
H -1.282 -0.074 2.236
H -2.876 -0.976 0.243
H -1.805 -0.566 -1.121
H -4.334 0.900 -0.510
H -4.034 -0.034 -2.055
H -2.494 1.586 -2.628
H -4.915 2.674 -1.466
H -4.804 1.806 -3.014
H -4.591 4.299 -3.459
H -3.411 3.190 -4.092
H -2.592 6.419 -3.270
H -2.453 5.115 -4.490
H -1.214 5.470 -3.332
```

**LUMO energy**: -13.0017 eV
**HOMO**: -0.541 Ha
**Charge**: +3
**Maximum force**: 0.1026 hartree/bohr
**Kohn-Sham gap**: 1.73 eV
**E**: -102887.955 eV



Entry 2:
ORCA calculation (ωB97M-V/def2-TZVPD) on a structure of composition C50H43BiClNP3S4.

The geometry in XYZ format:
```
103
Properties=species:S:1:pos:R:3
Bi -0.097 -0.447 1.004
S -1.148 0.191 3.258
S -1.190 -1.647 4.177
S 0.774 -2.164 4.117
S 1.043 -2.455 2.092
C 0.399 3.569 2.104
N -0.880 4.058 1.625
C -1.216 3.866 0.217
P -1.740 2.095 0.033
C -2.435 1.981 -1.657
C -3.620 2.639 -1.991
C -4.182 2.464 -3.245
C -3.571 1.631 -4.175
C -2.389 0.982 -3.854
C -1.824 1.156 -2.597
C -3.288 1.947 0.997
C -3.941 2.982 1.657
C -5.121 2.734 2.349
C -5.666 1.461 2.377
C -5.039 0.429 1.689
C -3.861 0.674 1.008
C -1.371 5.205 2.310
C -1.665 5.116 3.671
C -2.250 6.185 4.328
C -2.556 7.353 3.640
C -2.229 7.459 2.299
C -1.626 6.396 1.636
P 1.138 1.998 1.414
C 1.803 2.539 -0.202
C 1.524 1.639 -1.359
C 1.296 2.284 -2.736
C 2.044 3.606 -2.970
C 2.921 4.085 -1.780
C 2.491 3.666 -0.408
C 2.532 1.807 2.583
C 2.246 1.604 3.937
C 3.274 1.433 4.849
C 4.594 1.442 4.420
C 4.883 1.637 3.079
C 3.859 1.829 2.161
H 0.365 3.440 3.184
H 1.212 4.276 1.889
H -0.363 4.057 -0.443
H -2.039 4.507 -0.090
H -4.113 3.273 -1.264
H -5.107 2.969 -3.496
H -4.022 1.482 -5.148
H -1.908 0.334 -4.577
H -0.908 0.629 -2.344
H -3.550 3.988 1.644
H -5.610 3.550 2.866
H -6.580 1.272 2.923
H -5.465 -0.566 1.694
H -3.384 -0.137 0.465
H -1.469 4.191 4.202
H -2.491 6.094 5.380
H -3.047 8.172 4.149
H -2.440 8.372 1.757
H -1.352 6.499 0.593
H 0.682 0.986 -1.121
H 0.282 2.210 -3.124
H 1.516 4.382 -3.518
H 3.083 5.161 -1.791
H 2.766 4.315 0.417
H 1.219 1.566 4.274
H 3.041 1.291 5.897
H 5.396 1.300 5.133
H 5.911 1.644 2.738
H 4.093 1.998 1.120
Cl -0.591 -2.494 -2.140
C 0.527 -2.282 -3.462
C 0.148 -2.761 -4.707
C 1.020 -2.637 -5.775
C 2.263 -2.048 -5.601
C 2.633 -1.570 -4.355
C 1.771 -1.667 -3.262
P 2.230 -1.029 -1.609
C 2.760 0.780 -1.942
C 4.140 1.063 -1.422
C 4.776 2.210 -1.639
C 4.154 3.310 -2.418
C 3.238 2.819 -3.566
C 2.481 1.482 -3.325
C 3.694 -2.053 -1.201
C 4.246 -1.883 0.075
C 5.262 -2.709 0.528
C 5.723 -3.740 -0.277
C 5.162 -3.940 -1.529
C 4.150 -3.109 -1.988
H -0.818 -3.232 -4.834
H 0.728 -3.009 -6.748
H 2.945 -1.960 -6.438
H 3.611 -1.124 -4.217
H 4.661 0.284 -0.896
H 5.793 2.342 -1.285
H 4.909 4.016 -2.757
H 3.607 2.971 -4.577
H 2.368 0.850 -4.197
H 3.871 -1.102 0.726
H 5.675 -2.561 1.518
H 6.506 -4.398 0.079
H 5.514 -4.752 -2.153
H 3.722 -3.287 -2.964
```

**LUMO energy**: -3.3841 eV
**HOMO**: -0.375 Ha
**Charge**: +1
**Maximum force**: 0.0163 hartree/bohr
**Relative energy (zero: lowest compared OMol25 entry of this formula, charge and spin)**: 90.9 kcal per mole
**Kohn-Sham gap**: 6.83 eV
**E**: -143601.362 eV



Entry 3:
ORCA calculation (ωB97M-V/def2-TZVPD) on an isolated molecule of C14H23N2O8PS.

The geometry in XYZ format:
```
49
Properties=species:S:1:pos:R:3
C -1.624 3.206 0.988
C -1.477 2.460 -0.090
C -1.447 0.927 -0.141
C -2.880 0.401 0.163
C -4.006 1.403 -0.047
N -4.478 1.779 -1.153
C -1.122 0.632 -1.603
O -1.876 0.599 -2.523
O 0.213 0.418 -1.723
C 0.585 -0.425 -0.601
C 2.108 -0.333 -0.493
O 2.684 -1.262 -1.403
C 3.836 -0.868 -2.025
C 3.911 -1.354 -3.444
O 4.670 -0.228 -1.455
P 0.101 -2.150 -1.232
O 0.996 -3.114 -0.322
O -1.377 -2.418 -0.623
S 0.125 -2.436 -3.125
C -0.234 0.222 0.607
C -0.672 -0.764 1.718
C 0.369 -1.744 2.299
N 0.235 -1.953 3.744
C 0.655 1.221 1.367
O 1.260 2.162 0.497
O 1.476 3.344 1.281
H -1.705 2.804 1.991
H -1.716 4.281 0.898
H -1.440 2.961 -1.052
H -2.943 0.037 1.186
H -3.105 -0.451 -0.482
H -4.472 1.799 0.857
H -3.972 1.342 -1.928
H 2.474 -0.519 0.517
H 2.388 0.683 -0.767
H 4.484 -0.635 -4.026
H 2.918 -1.500 -3.862
H 4.436 -2.311 -3.460
H 0.527 -3.942 -0.151
H -1.996 -2.376 -1.369
H -1.533 -1.339 1.392
H -1.011 -0.138 2.552
H 1.390 -1.405 2.122
H 0.238 -2.715 1.826
H 0.825 -1.321 4.268
H -0.719 -1.833 4.059
H 1.433 0.682 1.916
H 0.051 1.752 2.099
H 1.207 4.016 0.639
```

**LUMO energy**: 0.3105 eV
**HOMO**: -0.344 Ha
**Maximum force**: 0.0121 hartree/bohr
**Kohn-Sham gap**: 9.68 eV
**E**: -54372.915 eV



Entry 4:
ORCA calculation (ωB97M-V/def2-TZVPD) on a cluster of 2 separate species, C5H5N in total.

The geometry in XYZ format:
```
11
Properties=species:S:1:pos:R:3
C -1.587 -2.095 1.869
C -0.611 1.281 0.972
C 0.053 0.785 0.046
C 0.732 0.169 -0.989
C 1.423 0.849 -1.948
N -2.535 -1.463 1.818
H -1.047 1.869 1.732
H 0.737 -1.005 -0.905
H 2.140 0.299 -2.445
H -0.556 -2.561 1.925
H 1.249 1.873 -2.075
```

**LUMO energy**: 0.6053 eV
**HOMO**: -0.332 Ha
**Maximum force**: 0.1116 hartree/bohr
**Relative energy (zero: lowest compared OMol25 entry of this formula, charge and spin)**: 91.3 kcal per mole
**Kohn-Sham gap**: 9.64 eV
**E**: -6751.948 eV



Entry 5:
ORCA calculation (ωB97M-V/def2-TZVPD) on a structure of composition C4H12BrN2.

The geometry in XYZ format:
```
19
Properties=species:S:1:pos:R:3
C 0.991 -1.189 -2.630
C -1.059 1.424 2.754
C 0.015 -0.906 -1.512
C -0.546 0.324 0.442
N 0.076 0.814 2.139
N 0.599 -0.165 -0.346
Br 1.495 2.176 1.769
H 1.787 -1.929 -2.337
H 0.542 -1.597 -3.524
H 1.384 -0.262 -3.144
H -1.518 2.178 2.179
H -1.748 0.624 3.039
H -0.583 1.791 3.724
H -0.402 -1.758 -1.150
H -0.692 -0.313 -1.945
H -1.020 1.324 0.074
H -1.240 -0.390 0.630
H 1.235 0.620 -0.585
H 1.139 -0.971 0.034
```

**LUMO energy**: -3.8227 eV
**HOMO**: -0.494 Ha
**Charge**: +1
**Maximum force**: 0.1353 hartree/bohr
**Relative energy (zero: lowest compared OMol25 entry of this formula, charge and spin)**: 63.9 kcal per mole
**Kohn-Sham gap**: 9.61 eV
**E**: -77355.329 eV



Entry 6:
ORCA calculation (ωB97M-V/def2-TZVPD) on a cluster of 2 separate species, C19H24Cl2N in total.

The geometry in XYZ format:
```
46
Properties=species:S:1:pos:R:3
C -0.852 -3.146 -2.887
C -0.496 -2.157 -1.789
N 0.112 -0.910 -2.270
C 1.517 -0.678 -1.923
C 2.462 -0.874 -3.101
C -0.710 0.273 -2.263
C -2.051 0.122 -2.963
H -1.320 -4.038 -2.460
H -1.552 -2.709 -3.605
H 0.042 -3.470 -3.427
H -1.406 -1.901 -1.219
H 0.224 -2.636 -1.105
H 1.611 0.359 -1.553
H 1.792 -1.373 -1.112
H 3.496 -0.711 -2.788
H 2.379 -1.888 -3.502
H 2.234 -0.167 -3.903
H -0.867 0.607 -1.214
H -0.128 1.068 -2.761
H -2.576 1.079 -2.922
H -1.919 -0.132 -4.019
H -2.678 -0.632 -2.482
Cl -4.814 -1.445 4.052
C -3.503 -0.596 3.369
C -3.741 0.378 2.381
C -2.669 1.059 1.831
C -1.317 0.816 2.237
C -0.318 1.598 1.595
C 1.092 1.653 1.767
C 1.789 2.618 0.972
C 3.159 2.794 1.053
C 3.903 1.995 1.941
Cl 5.592 2.201 2.051
C 3.262 1.029 2.735
C 1.882 0.857 2.647
C -1.118 -0.174 3.243
C -2.192 -0.869 3.796
H -4.758 0.586 2.058
H -2.841 1.820 1.064
H -0.712 2.338 0.893
H 1.199 3.238 0.290
H 3.662 3.539 0.441
H 3.851 0.419 3.417
H 1.426 0.094 3.269
H -0.123 -0.412 3.604
H -2.026 -1.624 4.561
```

**LUMO energy**: -6.0609 eV
**HOMO**: -0.379 Ha
**Charge**: +1
**Maximum force**: 0.0138 hartree/bohr
**Kohn-Sham gap**: 4.25 eV
**E**: -46619.730 eV